# 1
Density functional theory data (ωB97M-V/def2-TZVPD) for a structure of composition C34H44Ge2N2O3PdS2.

Geometry as XYZ:
```
88
Properties=species:S:1:pos:R:3:forces:R:3:lowdin_charge:R:1
Pd 0.5261 0.4249 1.2794 0.60 1.51 1.02 0.202
O 1.1771 1.9981 -0.5771 -0.30 0.20 -0.06 -0.108
C 0.8446 3.0633 0.0128 0.15 -0.43 0.25 -0.659
O -0.3121 3.5267 0.1342 0.09 -0.07 -0.18 -0.040
C 1.9831 3.7782 0.6991 -0.18 0.20 -0.17 -0.151
C 2.3155 5.0659 0.2954 -0.02 0.08 -0.02 -0.017
C 3.3921 5.7359 0.8498 0.02 0.01 0.03 -0.077
C 4.1393 5.1267 1.8482 -0.02 0.00 -0.02 -0.086
C 3.8033 3.8537 2.2762 0.10 0.09 0.02 -0.123
C 2.7357 3.1738 1.6981 0.02 -0.12 0.13 -0.522
S 2.4264 1.5635 2.4051 -0.39 -0.28 -0.26 0.670
H 1.7095 5.5380 -0.4676 0.00 -0.01 -0.01 0.123
H 3.6445 6.7316 0.5104 0.00 0.02 0.00 0.102
H 4.9776 5.6408 2.2989 0.01 0.01 0.00 0.102
H 4.3745 3.3799 3.0641 0.00 -0.02 0.01 0.098
C -2.5786 0.3132 4.9025 -0.15 -0.12 -0.02 -0.187
C -1.2966 1.0395 4.5156 0.11 0.20 0.05 -0.419
Ge -1.1739 1.6144 2.6277 0.14 -0.67 -0.40 0.851
C -2.5786 2.9486 2.2555 0.07 0.19 0.05 -0.379
C -3.8935 2.4235 1.6858 -0.04 -0.16 0.01 -0.173
C 0.9392 -2.1512 2.8941 0.09 -0.28 -0.07 0.086
C 0.7104 -2.8920 1.9750 -0.08 0.19 0.34 -0.125
Ge 2.9844 0.0067 0.7699 -0.38 -0.64 -0.20 0.729
C 4.1274 0.9385 -0.5446 0.05 0.08 0.24 -0.402
C 4.6120 0.0174 -1.6570 -0.01 -0.08 -0.09 -0.182
C 4.1491 -1.1797 1.8826 0.20 0.44 0.06 -0.433
C 4.3733 -2.5960 1.3853 -0.04 -0.16 -0.10 -0.186
C 0.2603 -3.6653 0.8578 -0.01 0.05 -0.04 -0.267
C -1.0717 -4.0887 0.8258 -0.02 -0.04 -0.03 -0.052
C -1.5533 -4.7865 -0.2696 -0.01 -0.03 -0.02 -0.072
C -0.7136 -5.0746 -1.3374 -0.04 -0.01 0.00 -0.090
C 0.6098 -4.6584 -1.3085 0.01 -0.01 -0.04 -0.088
C 1.0974 -3.9488 -0.2232 0.01 -0.01 0.02 -0.031
H -2.5903 0.0607 5.9649 0.01 0.02 0.01 0.068
H -2.6940 -0.6212 4.3484 0.00 0.01 0.00 0.047
H -3.4606 0.9239 4.7027 -0.01 0.01 -0.02 0.062
H -0.4146 0.4452 4.7620 -0.02 -0.03 -0.08 0.041
H -1.2082 1.9631 5.0994 0.03 -0.01 -0.03 0.061
H -2.1389 3.6898 1.5883 0.01 -0.04 0.00 0.043
H -2.7567 3.4448 3.2147 0.03 -0.04 0.04 0.061
H -3.7536 2.0379 0.6766 -0.02 -0.01 0.02 0.043
H -4.6327 3.2238 1.6315 0.00 0.03 0.00 0.073
H -4.3161 1.6173 2.2910 0.01 0.04 -0.01 0.056
H 1.1628 -1.5020 3.7072 0.04 -0.05 0.02 0.038
H 4.9734 1.3504 0.0141 0.01 0.01 -0.04 0.063
H 3.5487 1.7652 -0.9488 -0.02 0.01 0.03 0.043
H 5.1410 -0.8576 -1.2754 0.02 -0.03 0.03 0.050
H 5.2969 0.5370 -2.3302 -0.01 0.02 0.00 0.068
H 3.7759 -0.3410 -2.2615 -0.01 -0.02 0.00 0.058
H 3.7397 -1.1973 2.8947 -0.07 0.01 -0.01 0.034
H 5.1047 -0.6475 1.9526 0.01 -0.07 0.04 0.056
H 3.4376 -3.1542 1.3452 0.00 0.02 0.03 0.028
H 5.0423 -3.1485 2.0478 0.04 0.00 0.01 0.069
H 4.8183 -2.6152 0.3892 0.00 0.00 -0.05 0.056
H -1.7164 -3.8594 1.6632 0.00 0.01 0.01 0.114
H -2.5855 -5.1104 -0.2893 -0.01 0.01 0.00 0.106
H -1.0929 -5.6173 -2.1933 0.00 -0.02 0.00 0.106
H 1.2653 -4.8813 -2.1406 0.01 0.00 0.00 0.110
H 2.1249 -3.6147 -0.2037 0.00 0.02 -0.02 0.097
C -0.3016 -1.3513 -4.6595 0.01 0.04 -0.08 -0.090
C -0.7662 -1.7242 -3.2611 0.01 -0.11 -0.01 -0.228
C -0.2917 -0.7091 -2.2376 0.15 0.05 0.14 -0.152
N -0.9423 -0.9192 -0.9455 0.08 0.18 0.12 0.055
C -1.3208 0.0426 -0.1051 -0.55 -0.32 -0.62 -0.759
S -1.8462 -0.4576 1.4970 0.39 0.02 0.01 0.715
N -1.6834 1.2672 -0.6326 0.09 0.29 0.20 0.093
C -2.4285 1.4639 -1.7868 0.10 0.25 -0.36 -0.424
O -2.4145 2.5419 -2.3415 -0.03 -0.15 0.18 0.114
C -3.2757 0.3540 -2.3335 -0.08 0.02 0.06 -0.153
C -3.9489 -0.5581 -1.5285 0.04 0.03 -0.04 -0.034
C -4.7455 -1.5339 -2.1055 -0.02 -0.04 -0.01 -0.069
C -4.8692 -1.6036 -3.4864 -0.04 -0.03 0.01 -0.082
C -4.2164 -0.6806 -4.2901 0.03 0.04 -0.04 -0.073
C -3.4304 0.3045 -3.7148 -0.03 0.00 0.02 -0.031
H -0.6025 -2.1014 -5.3901 -0.02 -0.02 0.00 0.074
H 0.7847 -1.2597 -4.7072 0.04 -0.01 0.02 0.076
H -0.7236 -0.3933 -4.9713 -0.01 -0.02 0.02 0.071
H -0.3818 -2.7105 -2.9895 0.00 0.00 0.01 0.090
H -1.8547 -1.7956 -3.2236 0.00 0.03 -0.03 0.091
H -0.4688 0.3156 -2.5549 -0.02 -0.02 -0.05 0.124
H 0.7903 -0.7886 -2.0669 -0.06 0.00 -0.05 0.124
H -0.7896 -1.8277 -0.5259 -0.02 -0.08 0.06 0.103
H -1.2026 2.1579 -0.2995 -0.08 -0.17 -0.07 0.098
H -3.8658 -0.4994 -0.4516 0.01 0.00 0.07 0.086
H -5.2748 -2.2390 -1.4782 -0.01 0.00 0.02 0.105
H -5.4896 -2.3682 -3.9356 0.00 -0.01 0.00 0.103
H -4.3227 -0.7253 -5.3662 -0.01 0.00 0.00 0.108
H -2.9292 1.0455 -4.3231 0.01 0.02 0.01 0.124
```
Forces are in eV/Å.

Calculated values
2S+1: 1
Frontier orbital gap (spin up / spin down): 5.6610 / 5.4808 eV



# 2
Density functional theory data (ωB97M-V/def2-TZVPD) for a cluster of 2 separate species, C3H9NO2 in total.

Geometry as XYZ:
```
15
Properties=species:S:1:pos:R:3:forces:R:3:nbo_charge:R:1
C -1.1019 1.1495 0.6658 -1.02 -0.84 0.53 -0.213
C 0.2936 1.5347 0.2168 -0.07 -0.66 0.11 -0.524
C 0.7686 0.7191 -0.9596 0.03 -0.35 0.22 0.446
O 1.8424 0.1727 -0.9609 -0.07 0.19 -0.25 -0.509
N -1.4229 1.9259 1.8529 0.21 1.35 0.30 -0.828
H -1.1285 0.1009 0.9826 0.31 -0.05 -0.13 0.192
H -1.8876 1.1864 -0.1013 0.35 0.42 -0.34 0.168
H 0.9846 1.2689 1.0122 0.09 0.24 0.20 0.239
H 0.3409 2.6097 0.0751 0.10 0.22 -0.41 0.220
H 0.0516 0.5164 -1.7805 0.02 0.26 -0.06 0.105
H -2.3915 1.9923 2.1366 -0.20 -0.77 -0.26 0.362
H -1.2135 2.9024 1.6586 0.27 -0.04 0.10 0.341
H 0.5534 -5.1575 -0.3585 0.17 -0.19 -0.37 0.474
H 0.0641 -4.5319 -1.7234 0.29 -0.34 -0.03 0.474
O 0.0207 -4.4761 -0.7687 -0.47 0.54 0.40 -0.948
```
Forces are in eV/Å.

Calculated values
2S+1: 1
Frontier orbital gap: 10.5000 eV
SMILES string: NCCC=O.O



# 3
Density functional theory data (ωB97M-V/def2-TZVPD) for a cluster of 2 separate species, C4H10N2O3 in total.

Geometry as XYZ:
```
19
Properties=species:S:1:pos:R:3:forces:R:3:nbo_charge:R:1
C -1.6620 -0.0204 -0.0167 0.10 -0.23 -0.12 -0.089
C -0.8192 -1.0169 0.7776 0.17 0.22 0.09 -0.256
N 0.6308 -0.8536 0.5309 -0.26 -0.03 -0.06 -0.682
O -1.4914 -0.1668 -1.4203 -0.15 -0.05 0.20 -0.726
H -2.0287 -0.8958 -1.7485 0.05 0.06 0.02 0.482
H 0.9118 -0.6515 -0.6207 0.46 1.69 -0.03 0.347
H 1.1416 -1.6810 0.8429 0.03 0.25 0.30 0.416
H -2.7099 -0.1467 0.2749 0.08 0.04 0.00 0.187
H -1.3637 1.0015 0.2142 -0.03 0.01 -0.02 0.198
H -1.0902 -2.0389 0.5077 0.05 0.04 -0.02 0.217
H -1.0135 -0.8936 1.8460 -0.11 -0.01 0.00 0.209
C 1.6454 0.6892 -1.4070 -0.97 -1.48 -0.20 0.389
C 1.3013 0.4177 1.0541 -0.37 -1.09 1.61 0.280
O 0.8164 1.4594 -2.1887 0.05 0.60 -0.26 -0.748
N 0.8142 1.2141 1.9030 0.34 -0.15 -1.05 -0.602
O 2.8338 0.8825 -1.4482 0.33 0.38 -0.13 -0.672
H -0.0960 1.1769 -2.0254 0.35 -0.17 -0.12 0.485
H -0.1841 1.1465 2.0733 -0.07 -0.29 0.04 0.335
H 2.3635 0.3776 0.8511 -0.04 0.19 -0.26 0.230
```
Forces are in eV/Å.

Calculated values
2S+1: 1
Frontier orbital gap: 6.8721 eV



# 4
Density functional theory data (ωB97M-V/def2-TZVPD) for a cluster of 2 separate species, C5H12O2 in total.

Geometry as XYZ:
```
19
Properties=species:S:1:pos:R:3:forces:R:3:nbo_charge:R:1
O 2.2067 -0.6919 -1.0875 0.24 0.18 -0.02 -0.545
C 1.9756 -1.0438 0.0403 -0.73 -0.50 0.38 0.461
C 0.7801 -0.5622 0.8251 -0.07 0.90 -0.67 -0.523
C -0.4058 -0.1943 -0.0865 -0.40 -0.20 1.39 -0.223
C -1.3055 -1.4121 -0.3610 0.00 0.00 -0.37 -0.612
C -1.2141 0.8831 0.6180 -1.67 0.52 -0.43 -0.612
H 2.6005 -1.7942 0.5473 0.39 0.00 -0.02 0.108
H 0.4466 -1.2138 1.6325 0.24 -0.35 -0.13 0.221
H 1.0939 0.3621 1.3278 0.22 -0.02 -0.03 0.249
H -0.0884 0.2521 -1.0156 0.44 -0.20 -0.20 0.216
H -0.8480 -2.3886 -0.1974 0.31 0.11 0.01 0.205
H -1.6272 -1.3982 -1.4034 -0.22 -0.04 0.07 0.215
H -2.1849 -1.3808 0.2801 -0.11 -0.01 -0.01 0.207
H -0.7458 1.8619 0.6594 0.40 -0.13 0.11 0.229
H -2.1462 1.0415 0.0522 0.17 0.06 -0.15 0.201
H -1.6250 0.6394 1.6021 0.56 -0.36 0.16 0.200
H 1.5358 1.7196 -1.2261 -0.27 0.20 -0.16 0.488
H 0.4310 2.8266 -1.3890 -0.07 -0.14 -0.39 0.472
O 1.1207 2.4935 -0.8183 0.56 -0.03 0.45 -0.956
```
Forces are in eV/Å.

Calculated values
2S+1: 1
Frontier orbital gap: 10.9159 eV
SMILES string: CC(C)CC=O.O



# 5
Density functional theory data (ωB97M-V/def2-TZVPD) for a structure of composition C34H21Br2Cl2N7O4S5Tl.

Geometry as XYZ:
```
76
Properties=species:S:1:pos:R:3:forces:R:3:lowdin_charge:R:1
Tl 0.6891 -0.3351 -0.4244 -0.05 0.10 -0.38 0.707
Cl 0.3349 3.8489 -5.9522 0.01 -0.10 0.06 0.630
C 0.1881 2.4223 -4.9623 0.03 -0.09 -0.01 -0.675
C -0.0669 2.5747 -3.6125 -0.05 0.01 0.11 -0.040
C -0.2224 1.4593 -2.7859 -0.11 0.38 0.04 -0.263
N -0.3124 1.5300 -1.4010 0.35 -0.11 0.21 0.015
C -0.6270 2.6309 -0.7245 -0.28 -0.02 -0.20 -0.496
O -1.2627 3.6147 -1.1138 0.25 -0.03 0.02 0.028
C -0.1484 2.6320 0.7164 -0.04 -0.02 0.00 -0.210
C -0.2830 3.7900 1.4644 -0.02 0.03 0.14 0.002
C 0.1819 3.7974 2.7727 -0.10 0.14 -0.14 -0.045
C 0.7706 2.6578 3.2851 0.10 -0.05 0.15 -0.049
C 0.8774 1.5477 2.4671 -0.09 -0.17 -0.01 -0.157
N 0.4146 1.5354 1.2212 0.07 -0.13 0.04 0.035
C -0.1461 0.1731 -3.3480 -0.08 -0.28 -0.17 -0.287
C 0.1572 0.0343 -4.7044 -0.02 -0.09 -0.01 -0.043
C 0.3227 1.1470 -5.5074 0.00 0.14 0.07 -0.678
Cl 0.6988 0.9234 -7.1916 -0.05 0.00 0.06 0.634
N -0.3362 -0.8743 -2.4580 0.37 -0.20 0.37 0.016
C -0.6385 -2.1256 -2.8240 -0.13 0.10 -0.19 -0.460
O -0.8135 -2.5684 -3.9605 0.08 0.02 0.17 0.036
C -0.9523 -3.0372 -1.6501 0.00 0.04 -0.03 -0.192
C -1.3821 -4.3338 -1.8988 0.00 -0.11 -0.04 0.009
C -1.8427 -5.0927 -0.8371 0.07 0.00 -0.04 -0.049
C -1.8597 -4.5310 0.4327 -0.07 -0.10 0.03 -0.069
C -1.3607 -3.2527 0.5972 0.04 0.03 -0.13 -0.195
N -0.9064 -2.5244 -0.4252 -0.24 -0.10 0.20 0.015
H -0.1595 3.5645 -3.1893 0.00 -0.03 -0.04 0.106
H -0.7475 4.6450 0.9967 0.00 0.02 0.01 0.118
H 0.0917 4.6911 3.3786 0.01 -0.03 -0.01 0.109
H 1.1669 2.6227 4.2916 -0.01 0.00 -0.06 0.115
H 1.3491 0.6360 2.8159 0.01 0.05 -0.01 0.076
H 0.2413 -0.9560 -5.1252 -0.01 0.05 0.00 0.105
H -1.3592 -4.6956 -2.9179 -0.03 0.02 0.05 0.118
H -2.1819 -6.1097 -0.9961 -0.01 0.04 0.02 0.109
H -2.2356 -5.0837 1.2871 0.05 0.07 -0.08 0.105
H -1.3058 -2.7929 1.5771 0.02 0.02 -0.04 0.078
Br -2.6514 0.0246 0.7235 -0.11 0.01 0.03 0.716
C -2.8068 1.0238 2.3554 -0.02 -0.19 -0.08 -1.028
Br -2.3749 -0.0349 3.9074 0.03 0.00 0.06 0.576
H -3.8295 1.3530 2.4502 -0.09 0.05 0.04 -0.003
H -2.1161 1.8505 2.3117 0.11 0.13 0.02 -0.030
O 3.9526 2.1857 2.2684 -0.13 -0.02 -0.01 -0.299
S 4.3950 1.0565 1.4929 -0.01 0.05 -0.08 0.631
O 4.8697 -0.0936 2.2063 0.01 -0.06 -0.01 -0.293
N 3.2443 0.6208 0.3794 0.62 0.32 -0.06 -0.156
C 3.6748 0.8168 -0.8470 -0.07 -0.11 0.27 -0.792
S 2.7504 0.4221 -2.2021 -0.07 -0.20 0.32 0.778
C 5.0450 1.4147 -0.9470 -0.12 -0.04 -0.06 -0.219
C 5.7420 1.7932 -2.0814 0.03 0.00 -0.02 -0.021
C 6.9952 2.3710 -1.9153 0.00 0.00 -0.09 -0.068
C 7.5368 2.5590 -0.6458 0.01 0.00 0.03 -0.076
C 6.8371 2.1725 0.4911 -0.04 -0.07 0.09 -0.035
C 5.5932 1.6022 0.3042 -0.01 0.05 0.00 -0.217
H 5.3044 1.6411 -3.0604 0.03 0.02 0.02 0.105
H 7.5603 2.6835 -2.7871 -0.05 -0.03 0.07 0.104
H 8.5139 3.0162 -0.5417 -0.04 -0.03 -0.02 0.102
H 7.2452 2.3099 1.4861 -0.02 0.01 -0.08 0.120
S 3.3673 -5.7748 -2.0628 -0.04 -0.05 0.07 0.596
C 2.7133 -4.9714 -0.7747 -0.26 -0.06 0.34 -1.081
S 2.8561 -3.2444 -0.6240 -0.04 0.21 0.04 0.976
C 1.8668 -3.2463 0.8204 0.11 -0.20 -0.39 -1.061
N 1.5048 -4.4276 1.1704 0.00 -0.32 -0.03 0.018
N 1.9866 -5.4083 0.3052 -0.09 0.08 0.10 -0.112
C 1.5125 -6.7412 0.5887 0.06 0.17 0.03 -0.172
C 2.0902 -7.8801 0.0332 -0.03 0.00 0.06 -0.046
C 1.5657 -9.1358 0.3275 0.06 0.09 -0.04 -0.087
C 0.4724 -9.2784 1.1639 -0.01 0.03 0.04 -0.105
C -0.0772 -8.1433 1.7470 0.02 0.03 0.00 -0.089
C 0.4428 -6.8874 1.4776 0.03 0.03 -0.09 -0.037
S 1.3993 -1.8033 1.6718 -0.03 0.33 -0.59 0.625
H 2.9379 -7.7984 -0.6215 0.05 0.06 -0.07 0.036
H 2.0341 -10.0097 -0.1107 -0.04 0.05 0.00 0.102
H 0.0611 -10.2595 1.3716 0.03 0.05 0.00 0.097
H -0.9225 -8.2314 2.4220 0.08 0.02 -0.04 0.101
H 0.0343 -6.0103 1.9516 -0.04 0.01 -0.03 0.089
```
Forces are in eV/Å.

Calculated values
2S+1: 1
Frontier orbital gap: 6.4557 eV
Net charge: -1



Question: What is the 2S+1 in the fifth record?
Answer: 1



Question: 2S+1 of number 1 (C34H44Ge2N2O3PdS2)?
Answer: 1



Question: Look up the 2S+1 of the fifth one.
Answer: 1